# 1
Formula: C34H43F5N2O6S
Source: the Open Molecules 2025 dataset
Level of theory: ωB97M-V/def2-TZVPD

## Properties
- <S²> = 2.0096
- charge = 0
- DFT total energy (Ha) = -2778.83694
- HOMO energy (spin up / spin down) (eV) = -8.73 / -9.30
- M (g mol⁻¹) = 702.78
- LUMO (spin up / spin down) (eV) = -2.26 / -2.26
- orbital gap (spin up / spin down) (eV) = 6.5 / 7.0
- multiplicity = 3

CARTESIAN COORDINATES (ANGSTROEM)
O1 -1.6805 0.1892 5.6102
C1 -1.7849 -0.1240 4.3117
C2 -2.7445 -1.3546 3.7547
C3 -4.1717 -1.8157 4.4886
C4 -5.1221 -3.0591 3.9098
C5 -4.5193 -3.8141 2.5489
C6 -3.0862 -3.3765 1.8254
C7 -2.1764 -2.1378 2.3956
C8 -0.7275 -1.6377 1.7437
O2 0.0907 -2.5843 1.2738
C9 -0.4334 -0.0248 1.7928
C10 -0.9693 0.7712 3.1620
C11 -0.7624 2.3828 3.3995
C12 0.0472 3.2776 2.2471
C13 0.5676 2.5047 0.8933
C14 0.3219 0.8692 0.6450
S1 0.9127 0.0901 -0.9531
O3 2.4495 -0.1705 -0.8414
O4 0.0960 -1.1458 -1.4050
C15 0.7142 1.3841 -2.3281
F1 -0.4460 2.3005 -2.1072
F2 1.9475 2.2480 -2.3874
C16 0.5393 0.7356 -3.8246
F3 -0.7714 0.0155 -4.0207
F4 0.5059 1.8712 -4.8161
F5 1.7176 -0.1196 -4.1571
H1 -4.5752 -1.2554 5.4489
H2 -6.1285 -3.3984 4.4258
H3 -5.1746 -4.7274 2.1519
H4 -2.7534 -3.9878 0.8845
H5 -1.1567 2.9575 4.3396
H6 0.2258 4.4496 2.3771
H7 1.1479 3.1123 0.0494
C17 -3.4859 3.6975 -0.4475
C18 -4.3723 2.7469 0.4050
C19 -5.6026 2.2824 -0.4238
C20 -6.6632 3.3657 -0.5969
C21 -7.0662 3.9622 0.7479
C22 -5.8563 4.4619 1.5770
N1 -4.7625 3.4371 1.6820
O5 -5.1919 2.4470 2.5866
C23 -5.3024 5.7705 0.9555
C24 -6.3727 4.9271 2.9802
C25 -3.4528 1.5047 0.6460
H8 -2.9013 4.3744 0.1851
H9 -2.7586 3.1442 -1.0551
H10 -4.0602 4.2934 -1.1596
H11 -6.0725 1.4156 0.0597
H12 -5.2799 1.9382 -1.4150
H13 -6.3034 4.1516 -1.2686
H14 -7.5477 2.9352 -1.0836
H15 -7.7720 4.7853 0.5754
H16 -7.6217 3.2014 1.3123
H17 -4.3892 6.0959 1.4686
H18 -6.0302 6.5868 1.0460
H19 -5.0881 5.6964 -0.1089
H20 -6.9037 4.1349 3.5202
H21 -7.0833 5.7557 2.8798
H22 -5.5458 5.2771 3.6092
H23 -2.5619 1.7796 1.2236
H24 -3.1111 1.0795 -0.3063
H25 -3.9657 0.6910 1.1706
C26 7.9579 -4.3620 -3.3589
C27 7.7717 -4.0275 -1.8524
C28 6.8280 -5.0700 -1.1897
C29 5.3610 -4.8896 -1.5687
C30 4.9003 -3.4565 -1.3221
C31 5.8092 -2.4016 -2.0019
N2 7.2672 -2.6187 -1.7109
O6 7.5010 -2.2145 -0.3824
C32 5.5645 -2.4111 -3.5335
C33 5.3227 -0.9759 -1.5743
C34 9.2037 -4.2197 -1.2535
H26 8.2150 -3.4687 -3.9386
H27 8.7749 -5.0764 -3.5219
H28 7.0770 -4.8271 -3.8057
H29 6.9108 -5.0064 -0.0965
H30 7.1429 -6.0866 -1.4586
H31 5.1978 -5.1664 -2.6151
H32 4.7443 -5.5770 -0.9757
H33 3.8664 -3.3488 -1.6756
H34 4.8682 -3.2841 -0.2380
H35 6.2608 -1.7384 -4.0490
H36 4.5498 -2.0669 -3.7710
H37 5.6442 -3.3975 -3.9862
H38 5.3239 -0.8363 -0.4873
H39 4.2916 -0.8004 -1.9024
H40 5.9479 -0.1946 -2.0219
H41 9.9141 -3.5097 -1.6940
H42 9.5798 -5.2310 -1.4540
H43 9.2289 -4.1011 -0.1645



# 2
Formula: C34H44CaN4O
Source: the Open Molecules 2025 dataset
Level of theory: ωB97M-V/def2-TZVPD

## Properties
- charge = -2
- DFT total energy (Ha) = -2293.72235
- HOMO energy (eV) = 2.67
- M (g mol⁻¹) = 564.83
- LUMO (eV) = 4.12
- orbital gap (eV) = 1.5

CARTESIAN COORDINATES (ANGSTROEM)
Ca1 0.3410 -0.3766 0.2073
N1 1.3360 -2.8017 2.3941
N2 1.0316 -2.2689 -1.6701
C1 1.5579 2.0626 -0.3259
C2 2.6157 1.1541 -0.0284
C3 2.5173 0.8066 1.3511
C4 3.3684 -0.1566 2.0991
H1 4.3001 -0.3651 1.5565
H2 2.8556 -1.1211 2.2768
H3 3.6327 0.2536 3.0857
C5 1.4141 1.5106 1.9054
C6 1.0159 1.5263 3.3363
H4 1.5319 2.3319 3.8884
H5 1.2573 0.5815 3.8447
H6 -0.0622 1.7014 3.4522
C7 0.8173 2.2811 0.8707
C8 -0.3362 3.1982 1.0567
H7 -1.1893 2.6841 1.5279
H8 -0.6872 3.6107 0.1024
H9 -0.0677 4.0478 1.7068
C9 3.6830 0.7292 -0.9715
H10 4.5354 1.4316 -0.9491
H11 3.3218 0.6977 -2.0103
H12 4.0721 -0.2694 -0.7277
C10 1.3345 2.7358 -1.6340
H13 0.2782 3.0024 -1.7835
H14 1.6210 2.0913 -2.4769
H15 1.9267 3.6647 -1.7153
C11 0.7125 -3.4442 3.3666
H16 1.1710 -3.3873 4.3771
C12 -0.4811 -4.1752 3.1544
H17 -0.9347 -4.6756 4.0134
C13 -1.0461 -4.2169 1.8731
H18 -2.0094 -4.7402 1.7080
C14 -0.3520 -3.6255 0.8207
H19 -0.7009 -3.6821 -0.2083
C15 0.9221 -2.9859 1.0635
C16 1.7225 -2.3858 0.1249
H20 2.8284 -2.5662 0.0211
C17 0.4259 -1.1771 -2.0546
C18 1.3775 -3.0500 -2.7679
H21 1.8766 -3.9777 -2.6031
C19 1.0418 -2.3975 -3.8868
H22 1.1171 -2.6483 -4.9283
N3 0.5018 -1.1796 -3.4203
C20 0.3267 -0.0121 -4.1798
C21 1.3479 0.3807 -5.0751
C22 1.1553 1.5364 -5.8203
H23 1.9238 1.8235 -6.5605
C23 0.0160 2.3361 -5.6485
C24 -0.2092 3.5325 -6.5132
H24 -0.7527 4.3090 -5.9646
H25 -0.8067 3.2614 -7.3944
H26 0.7444 3.9396 -6.8639
C25 -0.9332 1.9712 -4.6795
H27 -1.8266 2.6068 -4.5333
C26 -0.7867 0.8192 -3.9236
C27 -1.7919 0.4570 -2.8738
H28 -1.9424 -0.6240 -2.7673
H29 -2.7616 0.9053 -3.1411
H30 -1.5389 0.8735 -1.8786
C28 2.6360 -0.3735 -5.1525
H31 2.5208 -1.4031 -5.5088
H32 3.1897 -0.3920 -4.2000
H33 3.2789 0.1426 -5.8778
O1 -1.4961 -0.2149 1.5415
C29 -2.2533 -0.4554 2.5383
C30 -1.7242 -1.0044 3.8358
C31 -1.9705 -0.0924 5.0381
C32 -3.3694 -0.2531 5.6224
C33 -4.4660 0.2567 4.6975
C34 -4.5997 -0.5486 3.4101
N4 -3.5584 -0.2199 2.4187
H34 -2.1955 -1.9910 3.9856
H35 -0.6488 -1.1755 3.7093
H36 -1.2398 -0.3470 5.8177
H37 -1.7878 0.9575 4.7638
H38 -3.5454 -1.3125 5.8547
H39 -3.4167 0.2996 6.5682
H40 -5.4236 0.1960 5.2287
H41 -4.3014 1.3139 4.4511
H42 -4.5647 -1.6274 3.6303
H43 -5.5666 -0.3225 2.9478
H44 -3.8581 0.0224 1.4742



# 3
Formula: C34H44ClN2O6P
Source: the Open Molecules 2025 dataset
Level of theory: ωB97M-V/def2-TZVPD

## Properties
- charge = 0
- DFT total energy (Ha) = -2684.51506
- HOMO energy (eV) = -9.43
- M (g mol⁻¹) = 643.16
- LUMO (eV) = 0.36
- SMILES = NCCCCCO[P@](=O)(OCCC(N)=O)OCC(=O)Cl.c1ccccc1.c1ccccc1.c1ccccc1.c1ccccc1
- orbital gap (eV) = 9.8

CARTESIAN COORDINATES (ANGSTROEM)
N1 6.7504 0.9687 0.1827
C1 5.3337 0.7611 0.6109
C2 4.3913 1.2744 -0.5572
C3 2.9071 0.7391 -0.4347
C4 2.0722 1.8324 0.2986
C5 0.6352 1.3301 0.7441
O1 -0.3178 2.2165 0.1143
P1 -1.7461 2.2891 0.8771
O2 -1.6972 2.0872 2.3373
O3 -2.8953 1.3138 0.2482
C6 -2.5232 -0.0836 0.3186
C7 -3.2159 -0.7871 -0.9075
C8 -4.6121 -1.3806 -0.5620
N2 -4.9944 -1.7184 0.8068
O4 -5.4118 -1.6078 -1.4060
O5 -2.2879 3.8299 0.6029
C9 -3.6922 3.8928 0.9064
C10 -4.5971 3.7879 -0.3567
O6 -5.7287 4.0344 -0.2855
Cl1 -3.9284 3.3013 -1.9731
H1 6.8213 0.5044 -0.7276
H2 6.8251 1.9658 -0.0420
H3 5.1513 1.4001 1.5050
H4 5.1336 -0.3128 0.8024
H5 4.8353 1.0546 -1.5505
H6 4.3787 2.3879 -0.4571
H7 2.5461 0.5496 -1.4699
H8 2.9473 -0.2257 0.1158
H9 2.6299 2.1395 1.2121
H10 1.9788 2.7191 -0.3684
H11 0.5685 0.2723 0.4119
H12 0.6302 1.3628 1.8505
H13 -1.4312 -0.2574 0.2281
H14 -2.8564 -0.4804 1.2966
H15 -2.5198 -1.5204 -1.3646
H16 -3.3622 0.0233 -1.6564
H17 -4.2164 -2.1638 1.2982
H18 -5.2339 -0.8741 1.3298
H19 -3.9901 3.1083 1.6405
H20 -3.9368 4.8642 1.3894
C11 0.1953 -4.7553 2.2730
C12 1.0787 -3.6975 2.0992
C13 0.6475 -2.3919 2.2974
C14 -0.6691 -2.1439 2.6656
C15 -1.5549 -3.2015 2.8307
C16 -1.1227 -4.5073 2.6360
H21 0.5343 -5.7738 2.1246
H22 2.1050 -3.8914 1.8095
H23 1.3381 -1.5665 2.1651
H24 -1.0050 -1.1246 2.8233
H25 -2.5840 -3.0079 3.1130
H26 -1.8128 -5.3322 2.7670
C17 0.4265 -1.1196 -4.0726
C18 -0.4790 -0.1791 -3.5984
C19 -1.3443 0.4594 -4.4773
C20 -1.3013 0.1601 -5.8327
C21 -0.3899 -0.7739 -6.3087
C22 0.4730 -1.4149 -5.4290
H27 1.0968 -1.6223 -3.3851
H28 -0.5108 0.0569 -2.5399
H29 -2.0528 1.1908 -4.1057
H30 -1.9777 0.6558 -6.5184
H31 -0.3525 -1.0032 -7.3670
H32 1.1821 -2.1450 -5.8004
C23 -2.9575 7.2814 -0.5186
C24 -3.5433 8.5267 -0.7065
C25 -2.8523 9.6794 -0.3563
C26 -1.5765 9.5867 0.1859
C27 -0.9944 8.3409 0.3821
C28 -1.6838 7.1879 0.0288
H33 -3.4945 6.3825 -0.7987
H34 -4.5393 8.5988 -1.1274
H35 -3.3080 10.6509 -0.5060
H36 -1.0364 10.4860 0.4567
H37 -0.0016 8.2681 0.8103
H38 -1.2294 6.2159 0.1794
C29 2.5637 -7.9617 2.8746
C30 3.5482 -6.9955 2.7058
C31 4.6448 -7.2551 1.8938
C32 4.7595 -8.4825 1.2534
C33 3.7800 -9.4514 1.4293
C34 2.6815 -9.1910 2.2384
H39 1.7049 -7.7569 3.5030
H40 3.4600 -6.0386 3.2075
H41 5.4108 -6.5006 1.7597
H42 5.6134 -8.6843 0.6181
H43 3.8724 -10.4109 0.9345
H44 1.9165 -9.9462 2.3737



# 4
Formula: C34H44InN3OSSeSi2
Source: the Open Molecules 2025 dataset
Level of theory: ωB97M-V/def2-TZVPD

## Properties
- charge = 0
- DFT total energy (Ha) = -5130.34984
- HOMO energy (eV) = -7.50
- M (g mol⁻¹) = 792.76
- LUMO (eV) = -0.36
- orbital gap (eV) = 7.1
- ΔE to the lowest compared entry with this formula, charge and spin (eV) = 1.616

CARTESIAN COORDINATES (ANGSTROEM)
In1 -0.2517 -0.2016 -1.5145
C1 4.9760 -4.7159 -0.2896
Si1 4.5804 -2.9058 -0.6888
C2 4.3991 -2.0216 0.9670
C3 6.0084 -2.1862 -1.6902
C4 2.9664 -3.0200 -1.6877
C5 2.6941 -4.1436 -2.4554
C6 1.4520 -4.3278 -3.0569
C7 0.4693 -3.3974 -2.8094
N1 0.6979 -2.2958 -2.0892
C8 1.9345 -2.0608 -1.6012
S1 2.1581 -0.4940 -0.9182
H1 5.7591 -4.7876 0.4674
H2 5.3179 -5.2673 -1.1684
H3 4.0897 -5.2232 0.0975
H4 5.1822 -2.3641 1.6482
H5 3.4319 -2.2356 1.4279
H6 4.4776 -0.9400 0.8678
H7 6.9100 -2.1533 -1.0741
H8 5.8001 -1.1716 -2.0338
H9 6.2278 -2.7984 -2.5670
H10 3.4603 -4.8990 -2.5888
H11 1.2414 -5.1917 -3.6700
H12 -0.5321 -3.5082 -3.2041
Se1 -0.3262 -1.3488 -5.9389
C9 -0.0291 -0.3127 -4.5802
N2 0.1557 0.4027 -3.6624
C10 -1.5184 3.2664 -2.5521
N3 -2.8566 3.3066 -1.9238
C11 -3.8937 3.6145 -2.9300
C12 -3.1937 2.0718 -1.1016
C13 -3.4146 0.7906 -1.8748
C14 -4.7075 0.5799 -2.3638
C15 -5.0549 -0.5836 -3.0246
C16 -4.1071 -1.5762 -3.1887
C17 -2.8278 -1.3935 -2.6887
C18 -2.4432 -0.2268 -2.0254
H13 -1.2913 4.2303 -3.0035
H14 -1.4871 2.4945 -3.3161
H15 -0.7801 3.0322 -1.7890
H16 -2.8315 4.0670 -1.2439
H17 -3.9226 2.8121 -3.6628
H18 -3.6544 4.5495 -3.4325
H19 -4.8667 3.6965 -2.4505
H20 -4.0992 2.3314 -0.5514
H21 -2.3728 1.9308 -0.4015
H22 -5.4612 1.3473 -2.2137
H23 -6.0617 -0.7178 -3.3982
H24 -4.3695 -2.4985 -3.6914
H25 -2.0973 -2.1821 -2.8233
C19 1.6044 3.0336 3.3180
C20 1.0499 2.7612 1.9145
C21 2.2358 2.5850 0.9590
C22 0.2240 3.9764 1.4715
Si2 -0.0759 1.2180 1.7408
O1 -0.4314 1.1418 0.1785
C23 0.6094 -0.3876 2.4787
C24 1.1983 -0.4376 3.7435
C25 1.5974 -1.6420 4.3048
C26 1.3821 -2.8325 3.6264
C27 0.7691 -2.8101 2.3817
C28 0.4033 -1.5979 1.8174
C29 -1.7422 1.3493 2.6575
C30 -2.8494 0.7032 2.1034
C31 -4.0746 0.6615 2.7525
C32 -4.2108 1.2491 4.0030
C33 -3.1210 1.8773 4.5866
C34 -1.9063 1.9308 3.9162
H26 2.1583 3.9788 3.3217
H27 2.2954 2.2481 3.6277
H28 0.8116 3.1100 4.0645
H29 2.8520 3.4901 0.9434
H30 1.8945 2.3851 -0.0594
H31 2.8678 1.7485 1.2679
H32 0.8542 4.8694 1.4094
H33 -0.5885 4.1737 2.1759
H34 -0.2110 3.8014 0.4819
H35 1.3441 0.4799 4.3021
H36 2.0678 -1.6537 5.2804
H37 1.6730 -3.7754 4.0717
H38 0.5710 -3.7364 1.8559
H39 -0.0809 -1.5976 0.8460
H40 -2.7477 0.2019 1.1451
H41 -4.9188 0.1658 2.2884
H42 -5.1568 1.2024 4.5281
H43 -3.2159 2.3230 5.5694
H44 -1.0700 2.4319 4.3902



# 5
Formula: C34H44N3O3
Source: the Open Molecules 2025 dataset
Level of theory: ωB97M-V/def2-TZVPD

## Properties
- charge = +1
- DFT total energy (Ha) = -1711.69746
- HOMO energy (eV) = -9.53
- M (g mol⁻¹) = 542.74
- LUMO (eV) = -4.82
- orbital gap (eV) = 4.7
- ΔE to the lowest compared entry with this formula, charge and spin (eV) = 0.605

CARTESIAN COORDINATES (ANGSTROEM)
C1 -0.6034 -0.3054 4.1533
O1 0.8074 -0.2678 3.8948
C2 1.3590 -1.4962 3.7829
O2 0.7407 -2.5268 3.9813
C3 2.8308 -1.4145 3.4363
C4 3.6723 -1.3958 4.7204
C5 4.8087 -2.3897 4.5138
C6 4.6007 -3.0435 3.1393
N1 3.3261 -2.5152 2.6316
C7 2.9152 -2.6998 1.3249
C8 1.5799 -2.8400 0.9464
C9 1.2660 -3.8934 -0.0888
C10 2.3632 -4.0476 -1.1713
C11 3.3438 -2.8763 -1.1499
C12 3.9899 -2.8317 0.2343
H1 -0.8854 0.7266 4.3685
H2 -1.1304 -0.6747 3.2622
H3 -0.8326 -0.9640 5.0007
H4 2.9432 -0.4566 2.8989
H5 4.0285 -0.3714 4.8371
H6 3.0617 -1.6511 5.5930
H7 5.7737 -1.8777 4.5451
H8 4.8141 -3.1466 5.3029
H9 5.4534 -2.8089 2.4820
H10 4.5619 -4.1414 3.2328
H11 0.7636 -2.5697 1.6136
H12 1.1573 -4.8961 0.3967
H13 0.2957 -3.7151 -0.5831
H14 2.8955 -4.9866 -0.9503
H15 1.9203 -4.1407 -2.1693
H16 4.0897 -2.9714 -1.9446
H17 2.8075 -1.9347 -1.3421
H18 4.6849 -1.9762 0.2504
H19 4.6182 -3.7291 0.4003
C13 -4.2681 4.4118 -2.6708
N2 -3.7007 3.2052 -2.1134
C14 -4.4328 2.0661 -1.9295
O3 -5.6409 1.9408 -2.1316
C15 -3.4759 1.0046 -1.3830
C16 -3.2859 -0.2098 -2.3025
C17 -4.5450 -1.0171 -2.4881
C18 -5.0781 -1.2015 -3.7705
C19 -6.3531 -1.7576 -3.9046
C20 -7.0457 -2.2261 -2.7860
C21 -6.4365 -2.1663 -1.5250
C22 -5.1750 -1.5816 -1.3801
N3 -2.2240 1.7459 -1.2187
C23 -1.1522 1.0923 -0.7259
C24 0.0813 1.6819 -0.5402
C25 1.2382 1.1122 0.0023
C26 2.4548 1.8792 0.1680
C27 3.6269 1.3211 0.7607
C28 4.7901 2.0755 0.9081
C29 4.8331 3.4091 0.4565
C30 3.6945 3.9780 -0.1210
C31 2.5274 3.2318 -0.2579
C32 -2.2991 3.1411 -1.7000
C33 -1.4101 3.4208 -2.9197
C34 -2.0574 4.2016 -0.6176
H20 -5.3090 4.2230 -2.9243
H21 -4.2042 5.2301 -1.9476
H22 -3.7150 4.7058 -3.5678
H23 -3.8414 0.6581 -0.3964
H24 -2.9146 0.1453 -3.2774
H25 -2.5109 -0.8572 -1.8612
H26 -4.5045 -0.8624 -4.6355
H27 -6.8080 -1.8120 -4.8940
H28 -8.0436 -2.6541 -2.8919
H29 -6.9456 -2.5592 -0.6506
H30 -4.6829 -1.5308 -0.4034
H31 -1.3317 0.0444 -0.4780
H32 0.1136 2.7146 -0.8790
H33 1.2583 0.0699 0.3241
H34 3.5999 0.2842 1.0972
H35 5.6700 1.6356 1.3797
H36 5.7492 4.0013 0.5693
H37 3.6992 5.0145 -0.4660
H38 1.6644 3.7125 -0.7064
H39 -1.7199 2.7833 -3.7586
H40 -1.5287 4.4729 -3.2069
H41 -0.3562 3.2367 -2.7029
H42 -2.8276 4.1206 0.1601
H43 -1.0731 4.0986 -0.1578
H44 -2.1246 5.1951 -1.0782